No. 1
# C3H4FOS

A 2-piece molecular cluster, C3H4FOS overall at a distorted geometry (ωB97M-V/def2-TZVPD, OMol25).

Each line ends with the natural charge from an NBO analysis.
Atoms and positions in Å:
C: -2.1540 -0.8623 0.8361  -0.192
C: 1.7376 0.0086 -0.5198  -0.491
C: 1.0447 1.1190 -0.4580  0.226
O: -1.9239 -0.8471 1.9960  -0.722
F: 1.4887 2.2600 0.2016  -0.368
S: -1.4242 -1.7288 -0.4580  -0.138
H: 2.8221 -0.0036 -0.0769  0.189
H: -3.1059 -0.3423 0.4612  0.091
H: 1.4384 -0.8239 -1.0548  0.225
H: 0.0765 1.2202 -0.9274  0.180

Atoms 1-2, force components in eV/Å:
-2.143 1.958 -4.865
3.765 1.658 1.772

Total charge: -1
Gap between HOMO and LUMO (spin up / spin down), eV: 2.98 / 6.27
Spin multiplicity: 3
Total energy, Eh: -689.8644
E_HOMO (spin up / spin down), eV: 0.770 / -3.899
<S²>: 2.01



No. 2
# C11H15N

A 2-piece molecular cluster, C11H15N overall at a distorted geometry (ωB97M-V/def2-TZVPD, OMol25).

Each line ends with the natural charge from an NBO analysis.
Atoms and positions in Å:
C: -3.0541 0.4061 2.2903  -0.621
C: -2.3354 0.7002 0.9941  -0.626
H: -4.0947 0.7143 2.3847  0.210
H: -3.2072 -0.7138 2.4767  0.197
H: -2.4136 0.6683 3.1279  0.211
H: -1.7842 -0.2078 0.7012  0.214
H: -1.6688 1.5503 1.1113  0.207
H: -2.8806 1.0058 0.0834  0.207
C: 0.7746 2.1742 -1.8499  -0.641
C: 0.7469 -1.3543 -0.7682  0.138
C: 1.1226 -0.0151 -0.5408  -0.092
C: 0.6513 0.6878 -1.7524  -0.074
C: 0.0350 -0.2407 -2.5378  -0.042
C: 2.0003 -1.8820 1.1732  -0.218
C: 1.1942 -2.3292 0.1351  -0.244
C: 2.5396 -0.5954 1.2639  -0.224
C: 1.8876 0.4300 0.5337  -0.206
N: 0.0997 -1.5069 -1.9502  -0.537
H: 2.3131 -2.6822 1.8802  0.206
H: 0.9405 -3.3920 0.2591  0.220
H: 3.2935 -0.3238 2.0128  0.211
H: 2.3952 1.3716 0.6786  0.220
H: -0.3724 -2.2808 -2.3774  0.419
H: -0.5500 -0.0430 -3.4356  0.211
H: 0.2385 2.8817 -1.1737  0.222
H: 0.3535 2.4099 -2.8396  0.213
H: 1.7751 2.5667 -1.8806  0.217

Atoms 1-2, force components in eV/Å:
-0.808 -2.395 0.568
0.320 -0.151 -1.080

Energy relative to the best compared isomer or geometry (same formula, charge and spin), kJ/mol: 134.7
Total charge: 0
Gap between HOMO and LUMO, eV: 8.81
Total energy, Eh: -482.8639
SMILES string: Cc1c[nH]c2ccccc12.CC
E_HOMO, eV: -7.909



No. 3
# C36H41F4N8O2Zr

C36H41F4N8O2Zr as an isolated structure (ωB97M-V/def2-TZVPD, OMol25).

Each line ends with the Mulliken charge.
Atoms and positions in Å:
Zr: 0.3301 -0.1537 -0.0372  -2.013
O: 3.5123 2.7062 -0.8817  -0.675
C: 2.5263 2.0002 -0.9278  -0.217
N: 2.1736 1.0061 -0.0689  2.205
C: 2.4430 1.2466 1.3153  -0.847
C: 3.7249 1.3524 1.8475  -0.433
C: 3.8871 1.6825 3.1803  -0.924
C: 2.7755 1.9051 3.9836  -0.692
C: 1.4922 1.8081 3.4760  -1.243
C: 1.3149 1.4832 2.1284  1.296
N: 0.0625 1.3448 1.4765  0.548
C: -1.1276 1.6390 2.0514  0.130
O: -1.3717 2.1207 3.1403  -0.727
C: -2.2823 1.2120 1.1695  0.619
C: -3.5856 1.4980 1.5341  -0.651
C: -4.6155 1.0168 0.7457  -0.889
C: -4.3065 0.2482 -0.3689  -0.831
C: -2.9800 -0.0018 -0.6528  -0.718
N: -1.9782 0.4847 0.0877  1.020
C: 1.4447 2.2867 -1.9399  0.260
C: 1.6512 3.1785 -2.9797  -0.836
C: 0.5795 3.5043 -3.7888  -0.632
C: -0.6589 2.9323 -3.5185  -0.976
C: -0.7718 2.0521 -2.4604  -0.009
N: 0.2606 1.7284 -1.6734  0.807
H: 4.5777 1.2132 1.1993  0.548
H: 4.8805 1.7847 3.5964  0.438
H: 2.9137 2.1690 5.0241  0.436
H: 0.6322 1.9895 4.0986  0.527
H: -3.7512 2.0750 2.4329  0.614
H: -5.6465 1.2207 1.0026  0.427
H: -5.0805 -0.1720 -0.9957  0.551
H: -2.7078 -0.6283 -1.4892  0.804
H: 2.6365 3.6049 -3.1057  0.586
H: 0.6949 4.2022 -4.6076  0.463
H: -1.5304 3.1751 -4.1107  0.535
H: -1.7240 1.5964 -2.2248  0.329
C: 4.3643 -1.3329 -0.4942  -1.438
C: 3.2178 -2.2372 -0.9065  -1.107
N: 1.9948 -2.2005 -0.0566  1.189
C: 2.3554 -2.3777 1.3816  -0.196
C: 3.1861 -3.6055 1.7330  -1.624
C: 1.1588 -3.3177 -0.5338  -1.298
C: -0.2388 -3.3280 0.0831  -1.584
N: -0.6049 -2.0028 0.5718  3.198
C: -1.5691 -2.0259 1.5843  -0.990
C: -1.3115 -1.5537 2.8716  -0.173
F: -0.0699 -1.1531 3.2017  -0.451
C: -2.3095 -1.4808 3.8302  0.423
F: -2.0009 -1.0215 5.0435  -0.339
C: -3.6001 -1.8799 3.5578  -0.552
C: -3.8719 -2.3613 2.2901  0.411
F: -5.1164 -2.7329 1.9675  -0.355
C: -2.8824 -2.4370 1.3340  0.124
F: -3.1920 -2.8674 0.0937  -0.469
H: 5.1054 -1.3166 -1.2944  0.491
H: 4.8670 -1.6866 0.4054  0.301
H: 4.0235 -0.3165 -0.3320  -0.006
H: 3.5755 -3.2731 -0.9397  0.615
H: 2.8997 -2.0007 -1.9223  0.296
H: 1.4253 -2.4002 1.9429  -0.175
H: 2.8858 -1.4743 1.6907  0.226
H: 2.6783 -4.5418 1.5008  0.357
H: 3.3610 -3.5978 2.8089  0.474
H: 4.1604 -3.6134 1.2453  0.308
H: 1.6561 -4.2703 -0.3323  0.852
H: 1.0969 -3.2296 -1.6179  0.572
H: -0.2834 -4.0535 0.9016  0.582
H: -0.9436 -3.6913 -0.6756  0.317
H: -4.3712 -1.8228 4.3125  0.544
C: -0.1357 -0.9110 -6.6712  -1.087
C: 0.4734 -1.8902 -5.6780  -0.650
N: -0.1151 -1.8005 -4.3356  0.439
C: -1.4307 -2.4218 -4.1644  -0.711
C: -2.5885 -1.4314 -4.2498  -0.572
C: 0.4438 -1.0942 -3.3403  0.425
C: 1.7445 -0.4002 -3.6115  -2.168
N: -0.0885 -1.0055 -2.1452  1.954
H: 0.3998 -0.9644 -7.6188  0.432
H: -0.0717 0.1138 -6.3001  0.244
H: -1.1824 -1.1384 -6.8713  0.289
H: 1.5453 -1.7364 -5.6089  0.337
H: 0.3333 -2.9156 -6.0215  0.468
H: -1.4478 -2.9711 -3.2183  0.211
H: -1.5285 -3.1775 -4.9417  0.479
H: -2.4150 -0.5604 -3.6171  -0.011
H: -3.5171 -1.9095 -3.9363  0.387
H: -2.7221 -1.0698 -5.2677  0.315
H: 2.4906 -1.0969 -3.9915  0.742
H: 2.1303 0.0284 -2.6935  0.049
H: 1.6138 0.3896 -4.3529  0.386
H: -0.9262 -1.5750 -2.0691  -1.312

Atoms 1-2, force components in eV/Å:
0.284 0.159 -0.752
-0.002 -0.087 -0.054

Energy relative to the best compared isomer or geometry (same formula, charge and spin), kJ/mol: 83.3
Total charge: +1
Gap between HOMO and LUMO, eV: 7.46
Total energy, Eh: -2431.4617
E_HOMO, eV: -10.404



No. 4
# C2H3NO3

A 2-piece molecular cluster, C2H3NO3 overall at a distorted geometry (ωB97M-V/def2-TZVPD, OMol25).

Each line ends with the natural charge from an NBO analysis.
Atoms and positions in Å:
C: 2.8157 -0.0615 0.1167  1.036
C: -0.3096 0.8135 0.0799  -0.126
N: -0.0694 -0.2172 0.7454  -0.142
O: 3.3393 -1.0976 0.0064  -0.516
O: 2.2308 0.9393 0.2045  -0.522
O: 0.0444 -1.3673 -0.1405  -0.600
H: -0.7533 0.7657 -0.9613  0.191
H: -0.3974 1.7624 0.6863  0.205
H: 0.1414 -2.0795 0.4636  0.473

Atoms 1-2, force components in eV/Å:
-0.328 -0.501 -0.237
-2.550 1.284 -0.219

Energy relative to the best compared isomer or geometry (same formula, charge and spin), kJ/mol: 250.3
Total charge: 0
Gap between HOMO and LUMO, eV: 10.91
Total energy, Eh: -358.4343
SMILES string: O=C=O.C=NO
E_HOMO, eV: -10.210



No. 5
# C25H31NO4

A single C25H31NO4 molecule (ωB97M-V/def2-TZVPD, OMol25).

Each line ends with the natural charge from an NBO analysis.
Atoms and positions in Å:
C: -2.0471 3.6972 -0.5638  -0.631
C: -0.6354 3.1688 -0.7704  -0.087
H: 0.0737 3.7526 -0.1747  0.198
H: -0.3521 3.2023 -1.8238  0.216
O: -0.5436 1.7935 -0.3852  -0.528
C: -0.2977 1.5372 0.9037  0.821
O: -0.0934 2.3927 1.7295  -0.619
C: -0.3825 0.0456 1.2040  -0.143
C: 0.5447 -0.7807 0.2806  -0.233
N: 1.9609 -0.6591 0.5444  -0.452
C: 2.2612 -0.9362 1.9349  -0.208
C: 1.4864 -0.0413 2.9039  -0.424
C: -0.0116 -0.2168 2.6683  -0.413
H: -0.2909 -1.2424 2.9190  0.213
H: -0.5689 0.4675 3.3113  0.224
H: 1.7333 -0.3105 3.9322  0.210
H: 1.7620 1.0030 2.7542  0.214
H: 1.9930 -1.9827 2.1189  0.190
H: 3.3380 -0.8293 2.0868  0.198
C: 2.5706 0.5516 0.0278  -0.246
C: 2.5355 0.5602 -1.4767  -0.058
C: 2.2287 1.7127 -2.1770  -0.105
C: 2.1796 1.7224 -3.5710  -0.194
C: 2.4600 0.5489 -4.2673  -0.178
C: 2.7718 -0.6052 -3.5711  -0.234
C: 2.8091 -0.6037 -2.1878  -0.126
H: 3.0375 -1.5055 -1.6409  0.221
H: 2.9833 -1.5158 -4.1124  0.214
H: 2.4150 0.5243 -5.3450  0.212
C: 1.7859 2.9878 -4.2380  0.585
O: 1.1969 3.8595 -3.6352  -0.551
C: 2.1466 3.1349 -5.6952  -0.718
H: 1.5092 2.4858 -6.2930  0.234
H: 3.1835 2.8557 -5.8639  0.229
H: 1.9833 4.1639 -6.0053  0.239
H: 2.0253 2.6345 -1.6528  0.220
H: 2.1065 1.4738 0.4102  0.182
H: 3.6176 0.5530 0.3526  0.214
H: 0.2879 -1.8361 0.4174  0.214
H: 0.3588 -0.5070 -0.7599  0.224
C: -1.8679 -0.3179 0.9255  -0.410
C: -2.2223 -1.7434 1.2361  -0.005
C: -2.1094 -2.7308 0.2677  -0.248
C: -2.4236 -4.0454 0.5737  -0.189
C: -2.8545 -4.3866 1.8378  -0.254
C: -2.9903 -3.4015 2.8169  0.295
C: -2.6759 -2.0847 2.5065  -0.272
H: -2.7860 -1.3042 3.2433  0.211
O: -3.4345 -3.8295 4.0322  -0.492
C: -3.5958 -2.8849 5.0616  -0.252
H: -2.6485 -2.3964 5.3128  0.175
H: -3.9493 -3.4472 5.9244  0.201
H: -4.3382 -2.1245 4.7980  0.176
H: -3.1028 -5.4042 2.0937  0.223
H: -2.3330 -4.8097 -0.1837  0.214
H: -1.7864 -2.4715 -0.7293  0.212
H: -2.4918 0.3481 1.5277  0.217
H: -2.0667 -0.1144 -0.1283  0.231
H: -2.3032 3.6789 0.4932  0.215
H: -2.1050 4.7203 -0.9231  0.220
H: -2.7617 3.0874 -1.1117  0.208

Atoms 1-2, force components in eV/Å:
0.313 -0.293 0.068
-0.101 0.598 -0.079

Energy relative to the best compared isomer or geometry (same formula, charge and spin), kJ/mol: 63.9
Total charge: 0
Gap between HOMO and LUMO, eV: 8.62
Total energy, Eh: -1326.9766
SMILES string: CCOC(=O)[C@]1(Cc2cccc(OC)c2)CCCN(Cc2cccc(C(C)=O)c2)C1
E_HOMO, eV: -8.256



No. 6
# Cl4H2Si2

A 2-piece molecular cluster, Cl4H2Si2 overall (ωB97M-V/def2-TZVPD, OMol25).

Each line ends with the natural charge from an NBO analysis.
Atoms and positions in Å:
Si: -2.5567 0.9806 -0.8572  0.747
Si: 1.9519 0.4031 0.4776  1.202
Cl: 1.4784 2.3462 0.3729  -0.334
Cl: -4.3065 0.3184 0.0204  -0.456
Cl: 0.2549 -0.6855 0.4212  -0.350
Cl: 3.1311 -0.0992 -1.0667  -0.336
H: -2.2705 -0.2456 -1.6436  -0.302
H: 2.6515 0.1290 1.7236  -0.170

Atoms 1-2, force components in eV/Å:
0.293 0.759 0.170
0.236 -0.083 0.387

Energy relative to the best compared isomer or geometry (same formula, charge and spin), kJ/mol: 123.2
Total charge: 0
Gap between HOMO and LUMO, eV: 8.11
Total energy, Eh: -2421.0870
E_HOMO, eV: -8.875